Record 1
{
  "formula": "C40H64F3IN2O11S4",
  "method": "wB97M-V/def2-TZVPD",
  "e_tot_ha": -4689.13512,
  "orbital_gap_ev": 6.64,
  "largest_force_ev_per_a": 14.8,
  "charge": 0,
  "homo_ev": -7.0,
  "multiplicity": 1,
  "de_lowest_kcal_mol": 5.7,
  "symbols": ["C", "C", "O", "N", "H", "H", "C", "H", "H", "H", "H", "H", "H", "C", "C", "O", "N", "H", "H", "C", "H", "H", "H", "H", "H", "H", "I", "O", "H", "F", "C", "C", "C", "C", "C", "C", "H", "H", "H", "H", "H", "F", "C", "C", "C", "C", "C", "C", "H", "H", "H", "H", "H", "F", "C", "C", "C", "C", "C", "C", "H", "H", "H", "H", "H", "C", "C", "C", "S", "O", "O", "C", "H", "H", "H", "H", "H", "H", "H", "H", "C", "C", "C", "S", "O", "O", "C", "H", "H", "H", "H", "H", "H", "H", "H", "C", "C", "C", "S", "O", "O", "C", "H", "H", "H", "H", "H", "H", "H", "H", "C", "C", "C", "S", "O", "O", "C", "H", "H", "H", "H", "H", "H", "H", "H"],
  "coordinates": [[-2.4811, 0.4394, -4.6776], [-3.0912, 1.7618, -4.2209], [-3.2997, 2.7512, -5.0425], [-3.3390, 2.0457, -2.7239], [-4.2627, 1.7727, -2.6311], [-2.7117, 1.2878, -2.1490], [-3.1228, 3.4252, -2.1034], [-3.2179, -0.2787, -4.2859], [-1.4805, 0.3233, -4.2279], [-2.4487, 0.5385, -5.7257], [-3.5179, 3.6962, -1.2195], [-3.4471, 4.0569, -2.7733], [-2.0803, 3.6734, -1.9058], [1.0489, -1.2324, -2.1849], [0.8791, -1.0740, -0.7440], [1.3567, -1.8281, 0.0904], [0.0913, 0.0699, -0.1038], [0.3603, 0.9781, -0.5806], [-0.8714, 0.0587, -0.6772], [-0.2897, 0.0414, 1.2628], [0.3393, -0.6046, -2.8970], [0.5736, -2.0997, -2.5236], [2.1335, -1.3919, -2.4562], [-1.1399, -0.8904, 1.4642], [-0.7030, 1.0864, 1.4372], [0.4214, 0.1481, 1.9373], [2.1211, 2.7298, -1.4886], [-2.1563, 0.2059, -1.3913], [-2.4412, -0.4030, -1.9227], [-7.2551, 3.6448, 2.1267], [-6.2930, 2.7711, 1.9014], [-6.3969, 1.6955, 1.0682], [-5.1688, 1.0174, 0.5828], [-3.9490, 1.3676, 1.1526], [-3.8507, 2.4658, 2.0424], [-5.0165, 3.2301, 2.4245], [-7.4753, 1.2086, 0.8808], [-5.2992, 0.0793, -0.0113], [-3.2201, 0.9200, 1.0186], [-2.9693, 3.1413, 2.3891], [-4.7701, 4.1591, 2.9900], [-1.9149, -3.0413, -2.3905], [-1.6688, -4.2339, -2.1562], [-1.9280, -5.2950, -2.9890], [-1.7269, -6.6641, -2.7096], [-1.5369, -7.0091, -1.3173], [-1.1633, -6.0080, -0.4160], [-1.3620, -4.6188, -0.8017], [-1.8973, -4.9061, -3.9106], [-1.8910, -7.5960, -3.3936], [-1.3955, -7.9983, -0.9817], [-0.8267, -6.2632, 0.6290], [-1.4116, -4.0390, 0.0516], [6.3946, -1.3719, 3.5140], [5.6190, -1.2721, 2.3794], [5.7368, -2.1084, 1.3100], [5.2907, -1.9626, 0.0471], [4.5339, -0.8281, -0.1573], [4.3755, 0.1260, 0.8272], [4.9356, -0.0516, 2.0604], [6.4828, -2.9169, 1.4957], [5.5742, -2.5823, -0.8919], [4.0886, -0.7412, -1.0394], [3.9737, 1.1729, 0.5422], [4.8424, 0.7857, 2.8192], [0.2586, 6.6734, 2.1787], [-1.1678, 6.2551, 2.6413], [-2.0136, 5.9355, 1.6468], [-1.0272, 5.1988, 0.4000], [-1.3238, 5.8240, -0.8609], [-1.0460, 3.7937, 0.6399], [0.5995, 5.8184, 0.8828], [0.9754, 6.4358, 2.9885], [0.2919, 7.6926, 1.8770], [-1.5479, 7.0202, 3.3526], [-0.8121, 5.4356, 3.3733], [-2.7446, 6.8143, 1.2839], [-2.7600, 5.2530, 2.0881], [0.9014, 6.2405, -0.0907], [1.3019, 4.9756, 1.1390], [1.6251, -4.3439, 2.7860], [2.8965, -3.8937, 3.3512], [2.7706, -2.5093, 3.5835], [1.1288, -2.3620, 4.3181], [0.6105, -1.1058, 4.0039], [1.1227, -2.6793, 5.7574], [0.4492, -3.6037, 3.4196], [1.6490, -5.3483, 3.1764], [1.4956, -4.3967, 1.6218], [3.8906, -4.1018, 2.7188], [3.2543, -4.3985, 4.1679], [2.8091, -1.7143, 2.7288], [3.6356, -2.1031, 4.2274], [-0.1095, -2.9144, 2.7544], [-0.1247, -4.1921, 3.9763], [1.7462, -3.9105, -7.9708], [1.2494, -4.8644, -6.9377], [1.6410, -4.3880, -5.6471], [1.4126, -2.6250, -5.6760], [2.5427, -1.8503, -5.1654], [0.1051, -2.4435, -5.1710], [1.3356, -2.5551, -7.4555], [1.3285, -4.3542, -8.7490], [2.7384, -3.8168, -8.1044], [1.7099, -5.7667, -7.0251], [0.2364, -4.9671, -7.0566], [2.7005, -4.5577, -5.2728], [0.9664, -4.9572, -4.9407], [1.9144, -1.7915, -8.0416], [0.3149, -2.2304, -7.5562], [-0.0716, 3.1703, 5.0806], [0.2716, 2.6971, 3.7180], [1.7024, 2.2572, 3.7409], [2.4508, 3.5892, 4.6417], [2.7547, 4.5954, 3.7778], [3.5092, 3.1395, 5.5783], [1.0400, 4.1059, 5.5989], [-0.3064, 2.4094, 5.6872], [-1.0129, 3.6597, 5.1004], [0.1235, 3.4275, 2.9203], [-0.3872, 1.8690, 3.2493], [2.3601, 2.0613, 2.8352], [1.8487, 1.4735, 4.2870], [0.8577, 5.1969, 5.1679], [1.2444, 4.1618, 6.6327]],
  "mulliken_charge": [-0.729, 0.600, -0.549, 0.312, 0.399, -0.015, -1.408, 0.321, -0.006, 0.417, 0.550, 0.706, 0.350, -0.519, 0.093, -0.392, 1.820, -0.201, -0.370, -0.617, -0.018, 0.099, 0.317, 0.036, -0.408, 0.972, -0.713, -0.757, -0.030, -0.288, 0.461, -0.655, -0.200, -0.598, 0.525, -0.735, 0.228, 0.430, 0.622, -0.189, 0.400, -0.156, 0.665, -0.891, -0.439, -0.592, -0.366, -0.298, 0.568, 0.260, 0.380, 0.282, 0.548, -0.365, 0.052, -0.024, -0.662, -0.461, -0.488, -0.126, 0.326, 0.317, 0.950, 0.087, 0.368, -0.894, -0.023, 0.076, 1.107, -0.796, -0.207, -0.693, 0.347, 0.403, 0.585, -0.505, 0.333, -0.422, 0.528, 0.093, -0.284, -0.862, 0.047, 1.081, -0.550, -0.795, -0.485, 0.371, 0.111, 0.204, 0.524, -0.405, 0.526, -0.132, 0.627, -0.798, -0.862, -0.367, 1.303, -0.718, -0.601, -0.754, 0.380, 0.403, 0.478, 0.336, 0.370, 0.128, 0.378, 0.362, -1.617, 1.532, -1.066, 1.170, -0.599, -0.779, -0.579, 0.700, 0.454, -0.559, -0.318, 0.121, 0.723, 0.173, 0.498]
}



Record 2
{
  "formula": "C40H64F8N2O6P",
  "method": "wB97M-V/def2-TZVPD",
  "e_tot_ha": -3263.63804,
  "orbital_gap_ev": 7.65,
  "largest_force_ev_per_a": 4.2,
  "charge": 1,
  "homo_ev": -9.8,
  "multiplicity": 1,
  "symbols": ["C", "C", "C", "N", "C", "C", "C", "C", "C", "H", "H", "H", "H", "H", "H", "H", "H", "H", "H", "H", "H", "H", "H", "H", "H", "H", "H", "C", "C", "C", "N", "C", "C", "C", "C", "C", "H", "H", "H", "H", "H", "H", "H", "H", "H", "H", "H", "H", "H", "H", "H", "H", "H", "H", "P", "F", "F", "F", "F", "F", "F", "C", "O", "C", "O", "O", "C", "H", "H", "H", "H", "H", "H", "C", "O", "C", "O", "O", "C", "H", "H", "H", "H", "H", "H", "F", "C", "C", "C", "C", "C", "C", "H", "H", "H", "H", "H", "F", "C", "C", "C", "C", "C", "C", "H", "H", "H", "H", "H", "C", "C", "C", "C", "C", "C", "H", "H", "H", "H", "H", "H"],
  "coordinates": [[-5.8975, 4.6243, 0.8711], [-4.8264, 4.0794, -0.2601], [-4.4048, 2.5712, -0.1085], [-3.2344, 2.1034, -0.9576], [-1.9479, 2.9736, -0.6739], [-2.9137, 0.5821, -0.6243], [-4.0174, -0.1831, -1.3279], [-4.5200, 0.7111, -2.4673], [-3.6285, 1.9655, -2.4003], [-6.9322, 4.7870, 0.5695], [-5.5599, 5.4958, 1.4319], [-5.9045, 3.8494, 1.6376], [-3.9079, 4.6562, -0.1516], [-5.1842, 4.1775, -1.2850], [-5.2882, 1.9403, -0.0099], [-4.0148, 2.4623, 0.9036], [-1.0817, 2.3751, -0.3914], [-2.0767, 3.5383, 0.2495], [-1.8501, 3.5914, -1.5665], [-1.9988, 0.3615, -1.1742], [-2.9134, 0.4872, 0.4616], [-3.6896, -1.1865, -1.5995], [-4.8880, -0.3060, -0.6837], [-4.4746, 0.2877, -3.4707], [-5.5576, 1.0381, -2.3994], [-2.7333, 1.9809, -3.0220], [-4.1172, 2.8640, -2.7769], [3.4515, -2.4326, -3.7527], [2.3996, -3.5089, -3.8467], [1.6660, -4.0052, -2.6390], [0.1315, -3.6842, -2.5891], [-0.0820, -2.1077, -2.7264], [-0.5235, -4.2030, -1.2705], [-0.7517, -5.7847, -1.4992], [-1.1954, -5.7159, -3.0191], [-0.6195, -4.4729, -3.6661], [2.9799, -1.4818, -3.5045], [3.8526, -2.1461, -4.7248], [4.2937, -2.7930, -3.1619], [2.9651, -4.3097, -4.3231], [1.6492, -3.3188, -4.6142], [2.0135, -3.5939, -1.6913], [1.8044, -5.0762, -2.4911], [-1.0650, -1.6616, -2.5751], [0.4023, -1.7850, -3.6480], [0.4945, -1.7142, -1.8891], [-1.4812, -3.7055, -1.1179], [0.1396, -3.9000, -0.4602], [-1.5051, -6.1209, -0.7869], [0.1749, -6.3277, -1.3127], [-2.2802, -5.6435, -3.0979], [-1.0566, -6.5903, -3.6550], [-1.4072, -3.8600, -4.1043], [0.0522, -4.7436, -4.4807], [0.1764, -0.4948, 1.0644], [-0.9364, 0.4829, 1.6580], [0.3138, 0.5740, -0.1269], [1.2587, 0.3732, 2.0172], [1.2794, -1.5592, 0.3812], [-0.0768, -1.4640, 2.3657], [-0.9950, -1.2622, 0.3199], [-6.1421, -5.2264, -0.1001], [-5.1360, -5.2156, 0.8740], [-4.2019, -4.2371, 0.7286], [-3.9676, -3.5327, -0.1918], [-3.4629, -4.2721, 1.8788], [-2.4428, -3.3331, 2.0323], [-5.6347, -5.5071, -1.0231], [-6.4095, -4.2184, -0.4171], [-7.0702, -5.7706, 0.0744], [-2.8388, -2.3965, 1.6397], [-1.4570, -3.6301, 1.6744], [-2.3602, -3.1050, 3.0950], [1.2486, 0.3879, 5.6431], [1.0976, 1.8084, 5.5750], [1.4712, 2.5096, 6.6464], [2.1950, 2.0843, 7.5028], [0.8350, 3.6917, 6.6699], [0.8694, 4.5106, 7.9038], [0.9273, 0.0589, 4.6548], [0.6551, -0.0925, 6.4209], [2.2907, 0.0757, 5.7123], [0.9414, 3.8837, 8.7925], [-0.1075, 4.9720, 8.0484], [1.4550, 5.4206, 8.0348], [5.2937, 1.6159, -3.2565], [5.3149, 0.8704, -2.1365], [4.1028, 0.7405, -1.3688], [4.1665, 0.0824, -0.1571], [5.3806, -0.4672, 0.2930], [6.5846, -0.3078, -0.4015], [6.5479, 0.3627, -1.6093], [3.2237, 1.1929, -1.8035], [3.2104, 0.1835, 0.3349], [5.3509, -1.0364, 1.2103], [7.5365, -0.7264, -0.1097], [7.4288, 0.5295, -2.2114], [5.8213, 2.6429, 6.7951], [5.4100, 2.1372, 5.5909], [5.0628, 2.8729, 4.5154], [4.3860, 2.3026, 3.4590], [4.1438, 0.9362, 3.5084], [4.6982, 0.1036, 4.4932], [5.2957, 0.6971, 5.6051], [5.2031, 3.9436, 4.5276], [3.8605, 3.0012, 2.8248], [3.4130, 0.5617, 2.8069], [4.5169, -0.9594, 4.4339], [5.4737, 0.0874, 6.4786], [0.4644, 5.2456, -3.7544], [0.4895, 4.5500, -2.5854], [0.6313, 3.1299, -2.6081], [0.5433, 2.4401, -3.8280], [0.4479, 3.1256, -5.0234], [0.4042, 4.5287, -4.9727], [0.2582, 6.3055, -3.7777], [0.3588, 5.0029, -1.6137], [0.6416, 2.5664, -1.6868], [0.6699, 1.3675, -3.8238], [0.5311, 2.5846, -5.9544], [0.4188, 5.1299, -5.8698]],
  "mulliken_charge": [-1.166, -0.298, -1.233, 0.625, -0.398, -0.317, -0.474, -0.848, -0.773, 0.312, 0.348, 0.368, 0.261, 0.352, 0.514, 0.589, -0.343, 0.306, 0.459, -0.068, 0.448, 0.272, 0.369, 0.421, 0.327, 0.392, 0.545, -1.278, -0.916, -0.241, 0.519, -1.284, -0.497, -0.856, -0.738, -0.474, 0.125, 0.441, 0.365, 0.451, 0.484, 0.453, 0.425, 0.241, 0.608, 0.292, 0.190, 0.326, 0.482, 0.367, 0.272, 0.406, 0.386, 0.362, 1.346, -0.439, -0.347, -0.212, -0.339, -0.543, -0.475, -0.670, -0.334, 0.728, -0.485, -0.378, -0.321, 0.251, 0.289, 0.295, 0.059, 0.214, 0.361, -0.347, -0.185, 0.816, -0.552, -0.353, -0.741, -0.069, 0.350, 0.165, 0.310, 0.294, 0.310, -0.309, 0.272, -0.537, 0.036, -0.494, -0.618, -0.483, 0.582, 0.203, 0.471, 0.418, 0.440, -0.334, 0.361, -0.483, -0.540, 0.282, -1.109, -0.171, 0.360, 0.401, 0.462, 0.404, 0.403, -0.707, -0.363, -0.238, -0.058, -0.820, -0.291, 0.372, 0.453, 0.477, 0.468, 0.417, 0.374]
}